9
Properties=species:S:1:pos:R:3:lowdin_charge:R:1 method="wB97M-V/def2-TZVPD" homo_energy_ha="-0.3422 / -0.3381" multiplicity=1 de_lowest_kj_mol=389.8 e_tot_ev=-25989.1085 orbital_gap_ev="7.11 / 7.10"
P 0.4535 -0.3483 -0.0297 0.713
S 3.2449 0.9399 0.2879 -0.066
O 0.4459 -0.0078 -1.6449 -0.299
H 0.8607 -0.7794 -2.0723 0.059
H -1.5812 1.0536 0.2430 0.033
H -0.6694 0.9903 1.6413 0.043
H -1.5698 -0.4324 1.0285 0.024
F -0.2091 -1.8157 -0.2450 -0.287
C -0.9756 0.3998 0.7912 -0.221



10
Properties=species:S:1:pos:R:3:lowdin_charge:R:1 method="wB97M-V/def2-TZVPD" homo_energy_ha=-0.3031 multiplicity=1 smiles="C1=COC=CO1" de_lowest_kj_mol=293.7 e_tot_ev=-8304.0332 orbital_gap_ev=9.24
O 0.0570 -0.9656 0.9696 -0.021
C 0.2325 -1.3123 -0.3233 -0.078
C 0.1463 -0.3370 -1.2946 -0.018
C 0.2120 0.3505 1.2235 -0.162
H 0.4577 -2.2616 -0.4089 0.074
C -0.0643 1.3434 0.3709 -0.061
H -0.0419 -0.5467 -2.2811 0.080
H 0.6097 0.4866 2.2943 0.151
O -0.5879 0.9074 -0.9349 -0.130
H 0.0623 2.5205 0.2594 0.164



19
Properties=species:S:1:pos:R:3:mulliken_spin:R:1 method="wB97M-V/def2-TZVPD" homo_energy_ha="-0.1107 / -0.2809" multiplicity=2 de_lowest_kj_mol=70.0 e_tot_ev=-12408.6829 orbital_gap_ev="3.35 / 7.94"
H -2.2700 0.9517 1.7396 -0.008
C 0.9798 1.0453 -2.3737 -0.054
N 0.1860 -0.1036 -2.1869 0.025
H -0.0193 -0.7807 -2.8870 -0.050
O 1.4993 -1.5082 -0.0930 -0.009
C 0.9520 1.7672 -1.2323 0.121
H 2.4230 -1.7888 -0.0864 0.006
H -1.1424 1.1133 2.8449 0.005
H 0.0631 1.2267 0.6360 -0.003
H 1.4550 2.6617 -0.9234 -0.001
N 0.2598 0.9923 -0.3054 0.100
H 1.2477 -1.5680 0.8564 0.000
O -1.3291 1.0488 1.9041 -0.013
C -0.3463 -0.0648 -0.9413 1.021
O -1.5357 -1.4818 2.1500 0.014
H -1.9882 -2.2907 2.4505 0.000
H -1.0748 -0.6674 -0.4102 -0.115
H -0.6313 -1.8297 2.2257 0.000
H 1.2714 1.2764 -3.3675 -0.038



66
Properties=species:S:1:pos:R:3:lowdin_charge:R:1 method="wB97M-V/def2-TZVPD" homo_energy_ha=-0.3726 multiplicity=1 total_charge=+1 de_lowest_kj_mol=68.8 e_tot_ev=-136152.9633 orbital_gap_ev=6.59
C 3.9409 -0.8388 -2.5260 -0.461
C -1.2534 -3.8496 -1.0684 -0.080
S -0.6433 4.2975 2.3456 1.004
C -0.9135 -1.6763 -1.9900 -0.361
H 4.0349 -1.8269 -2.9784 0.086
C -0.4739 2.7195 1.6119 -1.172
C -4.8644 -1.0297 0.3777 -0.160
H -4.6358 -2.0177 0.7735 0.068
S -1.3964 2.2754 0.2107 0.492
H -2.1544 -2.7437 1.7109 0.041
S 2.7480 -1.0354 -1.1319 0.809
H 5.0753 3.1318 -2.9999 0.085
H -4.8370 1.9283 1.8234 0.066
C -0.6556 -2.6060 -0.9851 -0.052
C -2.1114 -4.1708 -2.1172 -0.078
H -5.5518 -1.1551 -0.4565 0.084
C 4.6388 2.3931 -2.3278 -0.478
S 1.1233 2.3512 3.7082 0.983
C -4.0308 2.3358 2.4324 -0.177
H 5.3239 0.6409 -0.3614 0.062
H 4.4967 -1.5715 0.4070 0.090
S 3.0713 1.8352 -3.1148 0.777
H -0.0791 -2.2679 2.9381 0.035
C -3.6164 -0.3321 -0.1182 -0.361
H -1.1858 -3.0946 4.0346 0.079
C -0.8365 0.2327 -3.1586 -1.172
C 4.4482 3.0443 -0.9717 -0.497
H 3.0934 -0.8013 1.1716 0.039
H -3.1113 -0.9317 -0.8701 0.034
S -0.3005 1.7991 -3.4713 0.512
C 3.4824 0.1206 -3.6076 -0.490
H 5.0840 0.6049 1.3878 0.087
C -1.7813 -2.0162 -3.0469 -0.471
H -2.5651 -5.1469 -2.1560 0.108
H 4.2413 0.1930 -4.3868 0.091
C -3.1604 1.2360 3.0122 -0.339
H 5.3044 1.5354 -2.2908 0.063
C 4.5764 0.5656 0.4225 -0.475
O 0.7000 4.8102 4.5447 -0.013
C -2.3880 -3.2571 -3.1168 -0.079
H -5.3743 -0.4553 1.1486 0.066
H 4.9035 -0.5732 -2.0923 0.068
H -1.0442 -4.5973 -0.3176 0.109
H -0.9581 -1.3529 4.1696 0.069
C 3.8012 -0.7333 0.3466 -0.495
Pb 0.9761 1.2706 -1.1140 0.793
H -4.4790 2.8992 3.2485 0.085
H -3.1280 -2.0087 2.9956 0.056
H -3.8271 0.6546 -0.5272 0.056
H 3.8540 3.9534 -1.0606 0.082
C 0.3210 1.8274 2.2441 -1.183
N -0.4065 -0.4102 -2.0841 -0.180
H -3.7483 0.5432 3.6128 0.062
H 0.0271 -2.3500 -0.1866 0.088
C -1.0262 -2.1818 3.4647 -0.205
H 5.4184 3.2915 -0.5407 0.087
S 0.4509 0.1844 1.7100 0.516
S 3.5467 2.0855 0.3074 0.779
Sb -2.1789 -0.0114 1.4934 1.397
C -2.1651 -1.9822 2.4884 -0.380
S -1.9347 -0.6777 -4.1612 1.069
H -2.3687 1.6503 3.6390 0.057
H 2.5539 -0.2367 -4.0505 0.077
H -3.0478 -3.4983 -3.9348 0.114
C 0.4518 3.9972 3.7169 -0.992
H -3.4544 3.0303 1.8237 0.023



11
Properties=species:S:1:pos:R:3:lowdin_charge:R:1 method="wB97M-V/def2-TZVPD" homo_energy_ha=-0.3602 multiplicity=1 smiles=Cn1ccnn1 de_lowest_kj_mol=122.3 e_tot_ev=-7661.1884 orbital_gap_ev=10.66
C 1.8830 0.0111 0.0972 -0.155
H 0.5059 1.7770 0.3283 0.116
N -0.2305 -0.1477 -0.2364 -0.210
N 0.3072 -1.3554 -0.4612 0.012
C 0.7269 0.7423 0.1114 -0.083
H -2.0855 0.7544 -0.6808 0.087
H -2.1125 -0.9832 -0.2412 0.087
H -1.8363 0.2470 1.0157 0.090
C -1.6588 -0.0141 -0.0319 -0.024
H 2.8786 0.3056 0.3957 0.091
N 1.5849 -1.2630 -0.2756 -0.012



69
Properties=species:S:1:pos:R:3:mulliken_spin:R:1 method="wB97M-V/def2-TZVPD" homo_energy_ha="-0.5842 / -0.5842" multiplicity=2 total_charge=+3 de_lowest_kj_mol=266.0 e_tot_ev=-139395.9083 orbital_gap_ev="5.96 / 3.26"
H -3.2718 -0.1772 -2.8315 0.000
H -1.6831 3.7086 -2.9564 0.000
H -0.7797 4.5806 -0.6376 0.000
H -1.4594 2.8382 -4.5006 0.000
H -1.2577 -2.1497 -1.6941 -0.001
H -0.3446 0.7523 -4.9090 0.000
H -0.3206 -2.9653 4.3358 0.005
C -1.0145 4.4627 0.4294 0.000
H -3.9470 4.1869 0.3949 0.000
H 3.6724 -7.8687 -0.6287 0.000
H 2.8588 -7.6196 1.7025 0.000
S 3.5036 1.9353 0.1693 -0.001
H -1.3834 2.9109 3.0593 0.000
Ce 0.0655 0.7849 0.1244 0.010
C 0.3187 -3.2055 3.4819 0.289
H -1.2750 -0.3387 -3.8254 0.000
H 3.2867 0.7926 2.2844 0.001
H 3.6573 4.1938 0.9725 0.000
C 3.7306 1.7434 1.9530 -0.002
C -1.9973 -2.1466 -0.8835 0.002
H 0.7742 -0.5626 -0.9191 -0.006
H -2.8798 -2.7222 -1.1910 0.000
C -3.5429 3.2701 -0.0525 0.000
H 2.6455 -3.9491 0.4515 -0.002
H 4.4164 -6.6864 2.1525 0.000
H -4.2453 2.4492 0.1292 0.000
H 4.8205 1.7285 2.0770 0.000
C 1.9942 -3.7357 1.3018 0.223
C 0.5083 -2.2198 2.4816 -0.045
H -4.1993 0.8619 -1.7176 0.000
P -0.4390 1.6425 -2.6459 0.001
H -4.4731 -1.3243 0.5689 0.000
H -3.4360 3.4174 -1.1322 0.000
C -3.6333 -0.6999 0.9005 0.000
C 1.7504 -4.7278 2.2578 0.017
O 1.9343 2.0048 0.0330 -0.001
H 2.2212 -5.7052 2.1456 0.012
H 3.2814 2.5971 2.4798 0.000
H 5.2374 -6.9492 -0.1860 0.000
P -2.5174 -0.4197 -0.5236 -0.005
Se -0.4642 -0.6171 2.5505 0.000
H -2.9600 2.1351 2.7499 0.000
H -2.6901 2.2824 -3.3287 0.000
C -3.7399 -0.1251 -1.8441 0.000
H -1.6351 5.3058 0.7630 0.000
C -1.6925 2.7223 -3.4338 0.000
H 3.6096 4.1220 -0.8405 0.000
H 1.0309 2.7304 -4.2591 0.000
P -1.9151 2.8785 0.6851 -0.001
C 4.2588 -7.3312 0.1250 0.000
C 0.9287 -4.4595 3.3660 0.251
H -4.0198 0.2557 1.2765 0.000
H 1.9671 1.9709 -2.9269 0.000
C 1.4229 -2.4754 1.4398 0.131
C 4.0084 3.6658 0.0740 0.000
H 0.5147 -0.3103 -3.7393 0.000
H 5.1061 3.6364 0.0475 0.000
H 1.6604 -1.6853 0.7324 0.118
H -1.5456 -2.6055 0.0052 0.003
H -2.8181 3.9254 2.6970 0.000
C -0.3845 0.2998 -3.9065 0.000
C 1.0688 2.5533 -3.1732 0.000
H 0.7696 -5.2254 4.1341 -0.002
C 3.8180 -7.1919 1.3842 0.000
H -3.0831 -1.1994 1.7085 0.000
H -0.0768 4.4520 1.0023 0.000
H -4.5205 -0.8920 -1.7715 0.000
H 1.1150 3.5160 -2.6459 0.000
C -2.3108 2.9778 2.4760 0.000



Number 1: molar mass 114.08 g mol⁻¹. Number 2: molar mass 84.07 g mol⁻¹. Number 3: molar mass 123.13 g mol⁻¹. Number 4: molar mass 943.06 g mol⁻¹. Number 5: molar mass 83.09 g mol⁻¹. Number 6: molar mass 631.62 g mol⁻¹.